A 9-piece molecular cluster, C72H90F8NO8P overall in a non-equilibrium geometry, computed with ωB97M-V with the def2-TZVPD basis set.

Geometry as XYZ:
```
180
Properties=species:S:1:pos:R:3:forces:R:3
H -5.086630 0.675977 6.420201 0.0185 0.0089 0.0141
H -0.643727 0.989370 -5.837591 0.0603 -0.0184 -0.0245
C -3.820655 3.435759 8.587209 0.1078 -0.0196 -0.0399
C 0.505195 -4.477201 8.221146 -0.0102 -0.0045 -0.0565
H 6.354716 -2.443959 -0.316367 0.0500 -0.1659 -0.0301
H -8.278285 5.068905 -3.566724 -0.0001 -0.0080 0.0174
P 3.867682 4.971781 1.177018 0.6081 0.2147 -0.5841
H -3.637724 8.221403 -7.936412 0.0081 0.0056 -0.0356
O 4.331525 4.408950 2.620085 0.0118 -0.0775 -0.0612
H -5.813796 2.623777 5.053178 -0.0069 0.0014 -0.0127
C -5.547665 5.048041 9.053229 -0.0078 0.0122 0.0008
C 4.301594 -13.216863 -1.986895 0.0386 0.0023 -0.0464
C -6.397829 6.075258 -3.728558 -0.0099 0.0131 0.0852
H 6.051781 -14.391569 -2.383595 0.0055 -0.0051 0.0004
C -1.152931 8.644667 -5.681350 -0.0717 -0.0306 -0.0498
H 5.233532 4.083488 2.503471 0.0670 0.0096 0.2096
H 4.057723 -13.744203 -1.074491 -0.0051 0.0050 0.0174
H 0.014236 4.344753 -4.369947 0.0334 -0.1562 -0.0349
C 0.633719 -3.095925 8.181719 0.0174 0.0271 0.0808
H -3.563532 5.551367 8.411243 0.0164 0.0048 0.0034
H -4.640632 6.496808 -6.592738 -0.0112 -0.0366 0.0689
H 1.773167 0.766332 -1.657649 0.0500 0.0818 -0.0992
C -5.444598 6.173652 -5.948608 -0.0130 -0.0233 -0.0592
H 0.150441 -9.507103 0.917522 0.0097 0.0077 0.0172
C -5.150662 1.730388 3.228950 0.0368 -0.0637 0.0838
C -0.729453 0.968347 -3.646694 -0.0081 -0.1190 -0.3167
H -1.039247 6.747864 3.221362 -0.0551 -0.0071 0.0846
C -0.414766 -4.878552 2.223464 -0.0506 0.0990 -0.0226
H -0.413953 4.331081 2.838759 0.0115 -0.0793 0.0241
C -5.398704 6.460931 -4.599261 -0.0422 -0.0356 -0.0209
H -1.513665 -0.384646 -5.181695 -0.0850 -0.0267 -0.0163
C -0.242551 -11.211516 -1.993252 -0.0117 -0.0303 -0.0106
H -0.105373 -5.071955 4.944925 -0.0048 -0.0059 -0.0073
H 6.061846 2.467246 -2.014519 -0.0358 -0.0537 0.0335
C -5.348164 1.761312 4.594880 -0.0411 0.0740 0.0624
H -0.434115 4.322120 -0.667171 0.0469 0.0374 -0.1090
H -2.767255 9.892550 -6.343646 -0.0055 0.0048 0.0051
C -4.144538 -0.422937 3.361066 -0.0010 -0.0206 0.1131
H 4.619806 -0.707006 -3.637081 -0.0325 0.0687 -0.1073
H 4.762536 -1.127519 -1.363497 -0.0788 0.1127 0.1763
C 0.282611 -10.269939 -2.867440 -0.1412 -0.0243 0.1073
H 0.653249 6.339332 0.800884 0.2043 -0.0956 -0.0383
C -0.295561 -10.941412 -0.631458 0.0216 0.0078 -0.0853
H 2.281928 -6.926351 2.491080 -0.0102 -0.0270 -0.0135
H -1.517380 1.410489 -3.036299 0.0118 -0.0611 0.1628
C -7.484353 5.375995 -4.233988 0.0175 -0.0008 -0.0531
C 0.590839 4.394136 -3.446707 -0.3756 0.3720 0.3413
C -1.020821 6.502695 -6.710114 -0.0480 0.0531 0.0318
C 0.489758 3.079243 -2.660928 0.3876 -0.1988 -0.7167
C -0.520682 7.416708 -5.804876 0.1276 -0.0130 0.1035
H 0.346355 7.164416 -5.208798 0.0090 -0.0345 -0.0294
H 0.200181 1.406386 1.737073 0.1616 -0.0082 0.0827
C 3.927863 2.146733 -2.136485 0.0903 -0.1318 -0.2070
H 1.420296 1.318058 -3.587643 0.0422 0.0008 -0.0273
C -7.554948 5.069880 -5.586013 -0.0148 -0.0099 -0.0072
H 3.363173 6.597845 2.467759 0.0223 0.0590 0.0196
C -4.714177 2.433291 8.905114 -0.0328 0.0967 -0.0083
C 4.948846 0.154623 -3.051544 0.0549 -0.3430 -0.0567
O 2.800594 2.907592 -2.438011 0.1727 0.0910 0.5245
H -0.680760 1.898001 -0.477853 -0.0604 -0.0094 -0.2115
H 3.583182 6.286848 -1.656270 0.1382 -0.1719 0.3521
H 7.582034 -1.265368 0.073019 0.1458 -0.0661 0.0523
F 3.030487 -10.510732 -4.002860 0.1010 0.0121 -0.0973
C -4.248913 4.753106 8.661836 -0.0580 -0.0105 0.0146
H -0.672507 -3.850163 2.005793 0.0205 0.0091 0.0230
H -0.704992 -11.673403 0.051897 0.0053 -0.0062 0.0156
C 1.707164 4.077118 -0.527852 -0.0286 -0.3297 -0.0261
C -2.272521 8.936671 -6.447993 -0.0272 0.0299 0.0095
C 0.503775 1.895276 -3.674315 -0.2665 0.1020 -0.0902
H 3.956202 1.811518 -1.098024 -0.1817 0.0944 0.1240
C 6.825451 -1.100703 -1.944138 0.0898 0.1755 0.5647
H 0.612828 -4.995737 9.164364 0.0115 0.0014 0.0141
O -2.843035 -1.797536 -0.224845 0.3181 0.1843 -0.0981
C -1.670601 -2.032900 -0.078907 -0.7875 -0.0314 0.1215
C -6.534401 5.468012 -6.438617 -0.0336 0.0021 0.0717
H 3.382718 2.894017 0.348590 0.1620 -0.0255 -0.1070
H 5.141864 -11.324102 -5.247041 -0.0101 0.0175 0.0092
C 0.262604 5.142552 2.560027 0.2652 0.2450 0.0811
F -4.306764 1.148907 8.828456 0.0018 -0.0213 0.0086
H 6.793521 -1.726017 -2.836851 -0.0005 0.0034 -0.0762
H -1.429111 -3.153178 -1.869265 -0.1329 0.0508 0.0649
C 0.242897 -7.481606 2.793483 -0.0298 0.1362 0.0461
H 2.142870 1.392220 -0.104384 0.0752 0.1465 0.0507
C -4.333263 -0.419217 4.736485 0.0085 -0.0034 0.0052
F 0.565896 -8.763901 3.075022 0.0019 -0.0086 0.0227
H 1.692699 -4.566529 1.967016 0.0115 0.0092 0.0075
H 1.160377 -8.305405 -3.050165 0.0251 -0.0012 0.0149
H -0.961769 5.716323 0.967963 0.0104 0.0982 -0.0875
C 0.684771 -8.812640 -1.031592 -0.0172 -0.0555 -0.0299
H 6.603540 -13.181643 -4.467499 0.0040 -0.0034 -0.0166
O 5.035008 5.217170 0.307399 -0.3622 -0.1284 0.2465
H 2.614528 -11.869668 -1.853359 -0.0122 0.0158 -0.0213
H 0.658622 7.181088 3.114011 -0.0015 0.0468 0.0291
O -0.973202 -1.592806 0.996398 0.4616 0.2637 -0.4858
F -4.339900 7.140590 -4.113839 0.0084 0.0044 0.0018
H -7.437131 4.245777 9.676055 -0.0163 -0.0064 -0.0029
C 1.630692 2.898308 -1.607853 -0.5220 -0.0717 -0.0881
C -6.011970 2.697585 9.293093 -0.0740 -0.0781 0.0167
O 3.809725 0.978995 -2.945529 -0.0211 -0.0252 -0.0664
H -0.524315 -3.777625 -0.497562 0.1010 0.0606 0.1083
C 0.747676 -9.054192 -2.388167 0.0242 0.0605 -0.0653
F 1.144012 -7.633129 -0.559960 -0.0108 -0.0082 -0.0087
H -4.010669 -1.263202 5.331152 0.0035 -0.0067 0.0084
C 0.485975 -2.455187 6.968420 -0.0102 -0.0602 0.0029
H -6.584173 5.227520 -7.492289 0.0018 0.0077 -0.0145
H 7.988031 -2.668844 -0.951632 0.1377 0.0443 0.0676
C 0.218880 -3.139873 5.800421 -0.0138 0.0385 -0.1028
H 0.927718 -0.107686 1.092488 0.1514 0.1615 0.4065
H -6.679911 1.880018 9.528268 0.0188 -0.0112 0.0086
H -0.606444 -12.157096 -2.372637 -0.0063 -0.0037 -0.0005
H 0.142536 -6.267738 7.095633 0.0003 -0.0070 -0.0005
H 1.279530 4.824420 2.794317 -0.0251 -0.1599 -0.0460
H -2.261883 1.206429 -5.192630 -0.0129 0.0351 -0.0493
H 1.259324 5.931726 -1.380366 -0.0772 -0.3146 -0.5447
H -0.493373 3.070032 -2.198068 0.0429 -0.0561 0.2697
H -1.846202 -7.847145 3.047077 0.0163 -0.0092 0.0142
C -2.760668 7.996695 -7.343660 0.1398 0.0789 -0.0226
H 0.083055 3.364489 0.694996 0.0152 -0.1007 -0.1082
H -2.812644 3.182201 8.288283 -0.0090 -0.0227 -0.0086
H -5.875899 6.076761 9.111613 -0.0003 0.0078 -0.0003
C 1.253711 -6.591602 2.496187 0.1314 -0.0257 0.0318
O 3.060431 6.276386 1.609895 -0.1916 -0.0704 0.1736
C 5.485688 -0.396823 -1.735719 0.0578 -0.2367 -0.2206
C 5.174995 2.950529 -2.430082 0.1973 -0.2157 -0.1543
H 0.533047 2.329944 -4.672947 0.1277 0.0614 -0.0141
H -0.312250 0.273596 -1.026903 -0.0873 0.1267 -0.1728
H -0.472477 0.005095 -3.202543 0.0163 0.0670 0.2053
H 0.333579 -10.484172 -3.925215 0.0155 0.0207 -0.0262
C 1.453589 1.518009 -0.938103 -0.1159 -0.1935 0.2036
C 4.923864 -11.863793 -4.335525 0.0217 0.0295 -0.0829
C 3.488568 -12.176531 -2.412770 -0.0665 0.0190 0.0755
H 0.845678 -2.519644 9.071942 -0.0118 0.0173 -0.0094
C 0.098799 -4.520729 5.853114 -0.0017 -0.0558 0.0413
C 0.239465 -5.191031 7.060638 0.0052 0.0028 0.0125
C 5.421009 -13.581210 -2.722811 0.0074 -0.0125 0.0055
C 7.228750 -1.926815 -0.717596 -0.4230 0.1320 -0.1113
C -0.027714 6.381322 3.401068 0.0724 0.0118 -0.1767
C 0.058604 1.103543 -0.424864 0.0713 -0.1719 0.4589
H 0.107308 -2.597524 4.870499 0.0102 0.0090 0.0041
O 3.150680 5.458234 -1.893615 -0.3582 0.1168 -0.7032
H -2.054562 0.191404 0.879502 -0.0117 -0.1151 -0.1592
H 0.104526 6.196299 4.465838 -0.0825 -0.0308 0.0486
F 0.606935 -1.111533 6.922591 0.0024 0.0077 -0.0018
N 2.034088 5.385626 -1.042937 0.5471 0.5146 0.9334
H 7.585615 -0.327001 -2.074773 0.0737 -0.0905 -0.3959
C -1.320938 0.678203 -5.042947 0.0631 0.0055 0.0839
H -6.319084 6.318944 -2.677796 0.0136 0.0133 -0.0045
H -8.402908 4.521571 -5.973235 -0.0039 -0.0048 -0.0040
H -2.448347 -5.482788 2.545968 -0.0166 -0.0050 -0.0095
H 2.168845 3.365567 1.486232 0.0470 -0.0250 0.0317
C 0.089386 0.589015 1.024221 -0.1503 -0.3561 -0.8914
H 5.612344 0.379661 -0.979725 -0.0661 0.0367 0.0350
C -1.086943 -7.112794 2.813741 -0.0830 -0.0774 0.0225
C -1.159317 -0.212614 1.350531 -0.1515 0.3279 1.1145
H -2.489478 6.021138 -8.181305 0.0197 -0.0117 0.0056
C -4.558171 0.657255 2.596380 0.0311 0.0183 -0.2171
C 0.914545 -5.278940 2.206649 -0.0644 -0.0032 -0.0034
H -4.428205 0.668832 1.521868 -0.0223 -0.0018 -0.0003
H -1.335235 -0.184026 2.426495 -0.0520 -0.1237 0.0082
H -0.771035 9.373648 -4.979625 0.0067 0.0007 0.0163
H 5.085761 3.930431 -1.975391 -0.0461 0.1246 -0.0168
F -5.549268 2.786129 2.487640 0.0011 0.0007 -0.0009
H 1.613949 4.676633 -3.680310 0.0783 -0.1080 -0.0293
C -4.936398 0.671595 5.349122 0.0160 -0.0225 -0.0289
H -3.672649 -1.268373 2.876907 -0.0282 -0.0084 -0.0442
F -0.408935 5.308589 -6.838518 0.0058 -0.0082 -0.0070
C 0.095021 5.446090 1.072800 -0.5748 -0.0507 0.1261
H 0.129947 5.202615 -2.872997 0.0848 0.1238 -0.0454
H 0.037301 -2.329671 -1.339628 0.0614 0.0838 0.1880
C 3.818746 -11.523075 -3.582964 0.0254 -0.0511 0.0667
C -0.848360 -2.863673 -0.997383 0.1189 -0.5177 -0.4632
C -1.412624 -5.794381 2.528041 0.0633 0.0039 -0.0306
H 5.743109 0.624461 -3.642969 0.0265 0.2313 0.1680
C 5.730038 -12.903021 -3.893692 -0.0292 -0.0133 0.0478
C 0.315294 4.258733 0.118893 0.0137 0.1625 0.2150
C 0.173751 -9.733056 -0.137782 -0.0013 -0.0042 0.0540
C -2.130068 6.768299 -7.485972 -0.0551 -0.0355 -0.0863
C 2.718721 3.710770 0.610384 -0.2855 0.2599 -0.0926
H 5.324286 3.020453 -3.508325 -0.1228 0.2240 -0.0109
C -6.424999 4.019894 9.368970 0.0488 0.0289 -0.0238
```
Forces are in eV/Å.

As for the SMILES: CCCCO[C@@H](C)O[C@](CCCCOC(C)=O)([C@@H](C)CCC)[C@@](CCCC)(CP(=O)(O)O)NO.Fc1ccccc1.Fc1ccccc1.Fc1ccccc1.Fc1ccccc1.Fc1ccccc1.Fc1ccccc1.Fc1ccccc1.Fc1ccccc1. The calculation puts the HOMO energy at -8.4 eV. Its net charge is 0.